The following is a DFT calculation (the ωB97M-V functional and the def2-TZVPD basis) of a cluster of 6 separate species, C28H68BN2O14P in total at a distorted geometry.

Calculated values
Total energy, Ha: -2636.2899
Kohn-Sham gap, hartree: 0.1643
HOMO level, eV: -0.7
Net charge: -2

The geometry in XYZ format:
```
114
Properties=species:S:1:pos:R:3:forces:R:3:lowdin_charge:R:1
H -2.99887 1.81726 1.56199 1.1 -1.8 -0.4 0.0495
C -2.39082 0.87115 1.23810 0.0 -0.9 -0.9 -0.1399
H 9.05749 2.87485 -3.22738 0.0 0.1 -0.1 0.0798
P -0.55409 -1.80737 -2.12199 1.6 0.4 -2.5 0.7308
H -5.64730 -0.66230 -2.02010 0.0 0.0 -0.1 0.0909
H -3.33714 -3.80159 -7.18382 0.0 -0.1 0.0 0.0849
C 0.09263 -4.64391 2.57224 0.0 0.0 0.1 -0.1076
O 8.85852 2.04868 -1.34153 0.0 0.6 0.0 -0.1972
C 6.08348 2.95532 0.13160 -0.2 0.0 0.2 -0.0965
H -2.55698 -4.48759 3.79600 0.0 0.0 0.0 0.0798
C -1.37625 1.15886 -0.05911 -1.0 0.1 2.3 -0.2652
H 2.82306 4.72451 3.21488 -0.2 -1.7 -2.1 0.0843
C -0.81494 -2.77094 -7.01079 0.5 0.3 -0.1 -0.1822
C -6.44897 -4.48099 0.19646 -0.1 0.0 -0.1 -0.1111
H -7.03521 -2.75320 1.78694 0.1 0.1 -0.2 0.1212
H -2.70445 6.09668 3.88333 0.1 -0.1 0.1 0.1260
C 0.36030 1.00173 -2.40486 -0.1 4.6 -4.7 -0.4345
H -3.84932 -3.34823 4.27994 -0.1 -0.1 0.1 0.0810
H 0.97874 -2.79406 -8.24907 -0.1 -0.1 0.0 0.1182
O 3.83953 1.61063 1.51143 -2.4 3.0 3.0 -0.1538
H 0.10620 3.13953 5.91612 0.1 0.1 0.1 0.0902
H -0.66076 -4.10907 1.98730 0.1 0.0 0.0 0.0829
H 2.87426 1.85957 -0.37817 -0.9 -1.4 2.1 0.1348
H 8.79683 4.16596 1.28244 0.1 0.0 0.0 0.1152
C 0.58322 -3.29171 -7.35589 -0.3 0.0 0.7 -0.1859
O -1.90089 6.63734 5.73679 0.1 0.0 -0.4 -0.2040
H -2.04480 -4.94096 -7.66777 0.0 0.0 0.1 0.0786
N -0.30084 0.09878 0.01968 -2.8 0.5 0.4 -0.0514
H -1.72072 -2.81152 5.34990 0.1 -0.1 -0.1 0.1175
C 1.87204 -0.71145 -1.04882 1.3 -1.3 0.0 -0.1760
H 1.25624 -3.06978 -6.52144 -0.2 0.1 0.0 0.1243
B 0.29954 -0.24157 -1.33110 1.8 1.1 0.4 -0.9376
H -6.02871 -2.39735 -1.81509 0.0 0.0 0.0 0.0797
H -3.09864 -4.21477 -8.89762 0.0 0.1 0.0 0.0774
C 0.60481 -5.09727 -8.89152 0.0 0.0 0.6 -0.1308
H -0.80122 -0.77862 0.32099 0.5 1.2 0.0 0.0666
O -0.90205 4.16605 4.43009 -0.2 0.3 0.6 -0.1884
H 1.82225 -0.76455 1.32875 0.9 1.0 -1.8 0.0916
C -3.09993 -3.58114 3.51577 0.2 0.3 -0.2 -0.1118
O 3.82819 2.36706 3.79464 -1.7 1.8 -7.6 -0.0861
H -1.26077 -1.24468 4.66159 0.0 0.0 0.0 0.1204
H 5.23677 3.36082 -0.42874 0.1 0.0 0.1 0.0995
H -4.37541 -1.80956 -1.54421 -0.1 0.1 0.1 0.0801
H 0.39609 -6.16878 -8.95183 0.1 0.1 0.1 0.0796
H -1.20854 -3.26488 -6.11386 0.2 0.1 -0.1 0.1186
H 9.49559 4.02864 -1.12010 -0.1 0.0 0.1 0.1192
C 9.32519 3.12500 -0.52194 -0.3 -0.6 0.3 -0.2051
O 0.58078 -4.71355 -7.52072 -0.1 -0.2 -0.8 -0.2001
H 0.06081 4.91568 6.12999 -0.1 0.0 0.0 0.0796
H -2.05635 1.11145 -1.01013 1.5 0.4 1.5 0.1185
C 0.07104 -2.83835 4.10787 -0.3 -0.2 0.3 -0.1855
C 0.13848 4.10534 5.40041 0.0 -0.1 -0.3 -0.1006
C -2.68928 5.75955 4.92640 0.2 -0.3 0.5 -0.1961
O -2.22418 -2.47073 3.34853 0.0 -0.5 0.5 -0.1950
H 0.74406 -2.61642 4.94232 0.0 0.0 0.0 0.1205
H 7.54208 3.30291 -2.37720 0.0 0.0 0.0 0.0864
H -0.11609 -5.71542 2.51193 0.0 0.1 0.1 0.0827
C -2.58775 -4.03451 -7.94799 0.2 0.4 -0.1 -0.1275
H -0.27199 7.87812 5.65301 -0.2 -0.1 0.0 0.0853
H -0.40011 6.75600 4.28308 -0.1 0.0 0.0 0.0858
H -0.90880 2.22565 0.14943 -0.9 -2.2 -1.0 0.1161
H 1.71136 3.91817 1.80402 2.2 0.5 0.7 0.0971
H 2.57045 -0.33275 -1.93269 -1.2 -0.7 2.1 0.1188
H 3.52438 -0.77950 0.52006 -2.0 1.0 0.0 0.1021
H 5.75857 2.74282 1.15435 0.1 -0.1 -0.2 0.0714
C -2.19311 4.31443 5.02933 0.2 0.2 -0.7 -0.1943
H -3.15213 0.02655 0.88001 1.4 1.8 0.9 0.0626
H -7.66675 -1.00379 -0.68403 0.0 -0.1 0.0 0.1220
H -8.65120 -2.38811 1.15797 0.0 0.0 0.0 0.1152
H -1.75820 0.38491 2.11308 -1.3 1.3 -1.6 0.0635
C -0.97012 7.39096 4.96698 -0.1 -0.1 0.2 -0.1140
H -3.71349 5.80714 5.31012 0.0 0.0 0.0 0.1171
O -7.55886 -3.62139 -0.04258 0.3 0.1 0.3 -0.2017
H -6.62233 -5.06250 1.10837 0.1 0.0 0.0 0.0822
H -3.61082 -3.76141 2.56614 0.1 0.2 0.1 0.0822
H 1.09688 4.19492 4.88198 -0.2 -0.1 0.0 0.0747
C 8.27343 2.51015 -2.55504 0.0 -0.2 0.1 -0.1097
H 1.59792 -4.90866 -9.30973 0.0 0.0 -0.2 0.0788
C 3.50111 2.64081 2.50635 1.9 -2.4 5.3 -0.3078
H 1.08574 -4.45530 2.15404 -0.1 0.0 -0.1 0.0906
O 0.06860 -4.26019 3.94304 -0.2 0.2 -0.2 -0.2065
H 3.46497 4.70808 1.44264 -1.5 -1.5 1.3 0.0967
H 8.19085 2.50223 1.23208 0.0 0.0 -0.2 0.1271
O 7.11718 3.93410 0.15026 0.7 -0.3 0.0 -0.1987
C 8.35677 3.40398 0.63109 -0.3 0.5 -0.5 -0.2007
C 2.43290 -0.30457 0.43760 1.8 0.1 0.0 -0.1838
H -2.87815 3.66725 4.47171 0.0 0.0 0.0 0.1229
H 7.76465 1.66847 -3.03257 0.1 0.1 0.2 0.0938
C 2.79983 4.09486 2.20851 0.7 -0.3 -0.2 -0.0250
H 1.65265 1.79880 1.10964 2.2 -1.1 -0.9 0.1270
H -1.87635 -1.49438 -2.60403 -0.1 -0.4 0.7 -0.0449
H -0.63651 -2.90490 -1.19239 -0.6 0.5 0.2 -0.0405
O -5.69520 -1.31076 -0.05787 -0.8 -0.2 -0.1 -0.2003
N 0.35383 -2.34106 -3.37881 -0.2 -1.9 0.7 -0.3782
H 6.40903 2.02965 -0.35104 0.0 0.0 0.1 0.0944
H 0.46657 -2.34070 3.21469 -0.2 0.0 0.1 0.1226
C -7.09661 -1.23489 0.22338 0.7 -0.2 0.4 -0.1986
H 10.28771 2.81167 -0.10429 0.0 0.0 0.0 0.1142
H -6.36023 -5.16982 -0.64791 -0.1 0.1 0.1 0.0883
O -1.71201 -2.92409 -8.11523 -0.3 -0.7 -0.1 -0.2074
C -1.32712 -2.31758 4.45297 0.2 0.2 -0.7 -0.1943
C -7.60201 -2.52482 0.87592 -0.2 0.1 -0.6 -0.1997
H -0.74859 -1.69804 -6.80217 0.0 -0.2 0.1 0.1336
C 2.64804 1.32105 0.66183 -1.6 0.0 -2.3 -0.1538
H -1.49985 8.16136 4.39900 0.1 0.0 -0.1 0.0832
O -0.30082 0.82503 -3.57742 2.2 0.4 4.6 -0.2233
H -0.14858 -4.56243 -9.47646 0.0 0.0 0.0 0.0782
H 0.63532 -3.33166 -3.14379 -0.4 1.2 -0.5 -0.0815
C -5.43463 -1.56172 -1.43483 0.3 0.0 0.0 -0.0995
H -5.51450 -3.92124 0.28817 -0.1 0.0 0.0 0.0813
H -7.23507 -0.40792 0.92727 0.0 0.0 0.0 0.1202
H 1.92421 -1.90006 -1.10951 0.2 2.2 0.2 0.0741
O 1.09734 2.26540 -2.24988 -2.8 -5.6 0.2 -0.3209
H -2.18314 3.97516 6.07249 0.0 0.1 -0.1 0.1218
```
Forces are in eV/Å.


The following is a DFT calculation (the ωB97M-V functional and the def2-TZVPD basis) of a cluster of 6 separate species, C28H68Br4N4 in total at a distorted geometry.

Calculated values
Relative energy (zero: lowest compared OMol25 entry of this formula, charge and spin), eV: 0.0000
Total energy, Ha: -11622.6006
SMILES: CCN(CC)CC.CCN(CC)CC.CCN(CC)CC.CCN(CC)CC.BrCCBr.BrCCBr
Kohn-Sham gap, hartree: 0.3016
HOMO level, eV: -7.9

The geometry in XYZ format:
```
104
Properties=species:S:1:pos:R:3:forces:R:3:lowdin_charge:R:1
H 12.35070 17.07919 9.33727 0.4 -0.6 -0.4 0.0678
C 10.40794 17.70856 13.18517 -0.5 0.5 -0.5 -0.2560
H 6.38462 13.41669 7.76437 -0.2 -0.3 0.3 0.0641
H 13.76662 8.24856 5.22996 -0.2 -0.3 -0.3 0.0680
H 9.03311 13.92493 9.18519 0.4 0.5 -0.3 0.0779
C 8.91136 14.91752 12.38745 0.4 -0.2 1.2 -0.0659
H 7.44308 11.22175 7.03885 0.2 -0.2 0.3 0.0608
H 16.80916 10.06786 9.52561 0.2 -0.4 -0.1 0.0674
C 12.36610 12.36254 7.87658 -0.7 -1.3 0.4 -0.6008
C 11.55444 17.70528 14.17559 -0.7 -0.5 0.4 -0.0924
Br 13.45668 6.29659 9.74766 -0.8 0.7 0.7 0.6256
C 8.48816 12.78005 5.99234 0.6 0.5 -0.5 -0.2282
C 11.76306 16.94459 11.32925 -1.7 0.5 -1.6 -0.2660
C 10.60270 15.21862 5.97527 0.6 0.5 0.3 -0.0784
H 12.47720 17.84399 13.61223 0.2 -0.3 0.5 0.0690
H 17.56889 15.75495 11.22660 -0.3 -0.2 0.4 0.0637
H 15.27950 15.18449 11.31152 0.3 0.2 0.3 0.1087
Br 13.62244 11.94012 6.33317 -1.0 0.8 1.3 0.6423
H 17.60399 11.41372 8.75857 0.6 -0.2 0.0 0.0542
H 6.95164 15.01125 8.03681 0.4 0.2 -0.1 0.0663
H 15.81376 6.76708 7.78946 -0.4 0.3 -0.2 0.0782
H 11.41504 14.79477 6.56566 0.1 -0.1 -0.2 0.0510
H 9.13156 10.79289 6.59248 0.0 0.1 0.5 0.0674
C 9.31526 14.98993 6.71010 -0.6 0.2 -1.3 -0.3047
H 17.53544 10.34949 6.50788 -0.3 -0.1 -0.2 0.1158
H 10.59372 14.78437 4.97554 0.1 0.1 0.0 0.0746
H 7.55076 13.25833 5.70840 -0.3 0.2 -0.1 0.1007
H 11.90718 18.01184 11.16099 0.5 0.2 1.0 0.1171
H 14.61390 9.45248 7.10781 -0.3 0.1 0.2 0.0484
H 10.79320 16.29145 5.94609 0.1 0.1 -0.5 0.0748
N 9.17450 13.60373 7.05259 -1.3 -2.7 2.4 -0.1607
H 18.13132 6.49546 7.75030 0.3 0.4 -0.1 0.0860
C 15.16986 14.90237 9.18294 -0.2 0.4 -0.5 -0.0814
H 11.47866 16.79160 14.76512 0.8 -0.2 -0.1 0.0623
H 11.38422 12.00322 7.56855 0.2 0.1 -0.4 0.0270
H 10.88200 14.66697 11.85754 0.8 0.4 0.0 0.0665
H 16.02504 15.55457 9.00571 -0.1 0.1 -0.1 0.0718
H 16.02888 11.13506 8.42561 -0.5 -0.4 -0.5 0.0419
C 12.83088 7.15444 12.43318 0.2 0.1 -0.7 -0.6850
H 13.75450 12.02045 9.40814 0.1 -0.5 0.5 0.0182
H 16.44026 13.16400 12.81697 0.1 0.3 0.2 0.1128
H 8.49042 15.24855 6.04614 -0.3 0.4 -0.3 0.1080
H 15.26236 7.33240 4.97164 0.1 0.1 0.1 0.0792
H 12.94708 10.50726 8.85473 -0.3 0.0 0.5 0.0488
C 17.59640 13.71245 10.39200 0.1 1.3 -0.8 -0.2657
H 13.87382 6.87077 12.57427 -0.1 0.3 0.3 0.0466
H 12.21582 6.27942 12.64332 -0.1 0.3 0.2 0.0584
N 16.23760 13.33028 10.69304 -0.3 -0.5 0.9 -0.1859
N 16.52944 8.59584 7.07183 0.7 -0.2 -0.8 -0.1979
H 9.22190 15.72142 7.51278 0.1 -0.6 0.6 0.1101
H 7.85694 10.62178 5.49618 -0.1 0.8 -0.7 0.0721
H 15.00172 11.25789 13.10719 0.4 -0.4 0.0 0.0686
Br 11.54838 11.83401 10.65793 0.6 -0.3 -1.1 0.6162
H 10.78602 15.24285 13.54279 0.0 0.0 0.0 0.1026
H 18.39354 9.30496 7.57862 0.1 0.1 0.1 0.1002
H 17.55733 14.00871 9.34376 0.4 0.3 -0.1 0.0983
C 16.24612 12.56605 11.92654 -1.1 -0.7 0.0 -0.2584
H 14.23584 7.01729 6.38188 0.1 0.1 0.1 0.0498
H 11.55208 7.76640 10.79686 0.1 -0.5 -0.3 0.0600
H 18.35552 7.71854 9.08578 0.1 0.0 -0.3 0.0697
C 14.98112 11.74191 12.13077 -0.5 0.1 0.7 -0.1066
H 17.45424 6.24671 9.30023 0.0 0.0 0.3 0.0711
H 10.37346 18.74013 12.83477 -0.2 -0.1 -0.7 0.1075
H 15.78738 8.09444 8.94506 0.0 -0.2 0.6 0.0802
H 14.23136 13.90131 10.81651 0.0 -0.2 0.0 0.0837
H 8.16178 15.63949 12.71146 0.3 0.3 0.1 0.0608
H 11.44156 18.49821 14.91492 0.0 0.2 -0.2 0.0743
H 18.45090 14.52431 12.25520 -0.5 0.2 0.2 0.0649
H 14.04842 12.29724 12.22964 0.1 0.3 -0.5 0.0278
C 15.30668 8.97258 6.41652 0.0 -0.9 0.0 -0.3153
H 9.14358 12.84825 5.12407 0.0 0.1 -0.2 0.1057
C 12.61508 7.62999 10.99567 0.1 0.0 0.2 -0.6459
H 10.66964 16.78928 9.35188 -0.4 0.3 0.7 0.0698
H 6.66952 14.04661 9.43352 -0.1 -0.4 0.0 0.0700
H 19.15388 15.22884 10.88218 0.1 -0.3 -0.5 0.0653
C 16.94748 10.56526 8.56564 -0.2 1.1 0.4 -0.0788
C 16.37156 7.63145 8.14978 -0.2 0.4 -0.9 -0.3055
H 15.20176 14.11379 8.43112 0.2 -0.3 0.1 0.0645
H 14.85634 10.97883 11.36250 0.0 0.0 -0.1 0.0603
C 15.19108 14.36806 10.59476 0.4 -0.9 -0.4 -0.2398
H 17.02386 11.80511 11.86199 0.4 0.3 -0.1 0.1123
C 14.62530 7.79530 5.72528 -0.5 0.4 -0.1 -0.0826
C 17.67397 7.03468 8.57987 0.2 -0.6 0.9 -0.0906
C 12.81126 11.55529 9.12175 0.4 1.4 -0.9 -0.6198
C 11.58662 16.51766 9.87483 0.5 -0.4 -0.4 -0.0943
H 12.60874 16.41197 11.76427 0.3 0.3 0.1 0.1122
C 8.47500 13.43936 8.38467 -0.2 0.7 -0.2 -0.2420
C 18.19555 14.86345 11.25127 0.4 -0.5 -0.4 -0.0679
H 13.06032 8.60374 10.79160 0.4 -0.3 0.1 0.0241
H 8.42662 12.42983 8.79285 0.3 -0.4 -0.8 0.0970
Br 12.37034 8.62716 13.65419 0.1 -0.5 -0.3 0.5999
H 14.25282 15.44416 8.95145 0.0 0.3 0.3 0.0557
H 18.21838 12.81746 10.40713 0.0 0.1 0.2 0.1012
H 9.42336 17.54730 13.62412 0.1 -0.1 0.4 0.1094
H 8.58896 14.59614 11.39705 0.5 0.1 -0.2 0.0426
H 15.50252 9.69628 5.62532 0.3 0.2 0.1 0.0905
N 10.50410 16.76006 12.05038 1.4 0.5 0.9 -0.1802
H 8.78321 14.06469 13.05406 -0.1 -0.3 0.0 0.0618
C 8.21719 11.29404 6.27490 0.3 0.2 1.0 -0.0824
H 12.24540 13.42247 8.10036 0.6 0.0 -0.4 0.0334
C 17.40178 9.71223 7.38202 0.0 -0.1 0.7 -0.2314
C 10.41706 15.38998 12.52775 -2.9 -0.7 -1.1 -0.2328
C 7.04598 13.99223 8.41204 0.0 0.3 -0.3 -0.0903
H 11.66974 15.43706 9.75870 0.3 -0.1 -0.2 0.0489
```
Forces are in eV/Å.